ORCA calculation (ωB97M-V with the def2-TZVPD basis set) on a 2-piece molecular cluster, C2H3F2P overall.

## Properties
Energy relative to the best compared isomer or geometry (same formula, charge and spin) in kcal/mol: 97.8
HOMO energy (alpha / beta) in eV: -8.4 / -8.5
Spin multiplicity: 1
Electronic energy in eV: -16842.5272
Orbital gap (alpha / beta) in eV: 7.174 / 7.177

XYZ file:
```
8
C2H3F2P ωB97M-V with the def2-TZVPD basis set
C -0.95457 0.09624 0.31365
C -1.04944 0.83661 -0.77040
F -0.36542 1.95277 -0.98450
F -1.83202 0.59622 -1.80768
P 1.32849 -0.89734 -1.66447
H -0.29566 0.39000 1.10702
H -1.54158 -0.79546 0.41729
H 2.07877 0.22114 -1.28368
```



ORCA calculation (ωB97M-V with the def2-TZVPD basis set) on C24H28N6O4PtS as an isolated structure.

## Properties
Energy relative to the best compared isomer or geometry (same formula, charge and spin) in kcal/mol: 0.0
HOMO energy in eV: -7.6
Spin multiplicity: 1
Electronic energy in eV: -56557.5852
Orbital gap in eV: 7.365

XYZ file:
```
64
C24H28N6O4PtS ωB97M-V with the def2-TZVPD basis set
Pt 0.21829 -0.57931 0.13101
O -2.04468 -1.49652 2.37617
S -0.99260 -0.92078 3.16533
O -0.54839 -1.62328 4.33904
N 0.26350 -0.63149 2.17520
C 1.54813 -0.49052 2.68804
C 1.93109 -0.25141 3.99288
C 3.29149 -0.16697 4.34044
C 4.29074 -0.31446 3.41989
C 3.94537 -0.53317 2.06942
C 4.89565 -0.67299 1.03432
C 4.47914 -0.84905 -0.25298
C 3.10375 -0.87706 -0.52988
N 2.19425 -0.76653 0.41300
C 2.58407 -0.60214 1.71732
C -1.54174 0.68040 3.69182
C -1.44666 1.02829 5.02999
C -1.88408 2.28264 5.43517
C -2.40727 3.16811 4.50540
C -2.50290 2.80359 3.16709
C -2.07232 1.55469 2.75131
H 1.18793 -0.15166 4.76685
H 3.54202 0.01620 5.37757
H 5.33382 -0.25574 3.70115
H 5.95014 -0.63051 1.27793
H 5.18137 -0.95208 -1.06778
H 2.73521 -0.96827 -1.54075
H -1.04254 0.31694 5.73731
H -1.81890 2.56415 6.47809
H -2.74829 4.14494 4.82394
H -2.92121 3.49309 2.44533
H -2.15860 1.24641 1.71576
N -1.82034 -2.75853 -0.33766
C -2.80553 -1.94019 -1.02245
C -2.58885 -0.43434 -0.91467
O -3.30463 0.29896 -1.58198
O -1.70512 0.03001 -0.08109
H -2.01668 -3.73943 -0.49107
H -1.85482 -2.58333 0.66188
H -3.83688 -2.08699 -0.67691
H -2.80721 -2.17830 -2.08924
C -1.90376 1.99090 -4.03565
C -1.18526 2.57389 -2.83711
N -0.43475 1.53380 -2.14063
C -0.12208 0.34316 -2.70028
N 0.29554 -0.63651 -1.91941
C 0.51206 -1.94267 -2.53191
C 1.17467 -1.78569 -3.88849
C 0.26484 -0.95267 -4.76459
N -0.22798 0.21291 -4.04524
C -0.89889 1.21786 -4.86219
H -2.34925 2.78348 -4.63703
H -2.69448 1.32542 -3.68534
H -1.90104 2.98588 -2.12805
H -0.50800 3.37521 -3.14776
H -0.65340 1.43324 -1.15647
H -0.43724 -2.47902 -2.63037
H 1.12285 -2.53739 -1.85394
H 1.35053 -2.75537 -4.35477
H 2.14146 -1.28709 -3.77464
H -0.58776 -1.55230 -5.10289
H 0.79073 -0.60199 -5.65689
H -1.39524 0.68881 -5.67849
H -0.15926 1.89277 -5.31001
```



ORCA calculation (ωB97M-V with the def2-TZVPD basis set) on C36H33BCl2MoN10O2S as an isolated structure.

## Properties
Energy relative to the best compared isomer or geometry (same formula, charge and spin) in kcal/mol: 1.6
HOMO energy (alpha / beta) in eV: -10.6 / -10.9
Spin multiplicity: 4
Electronic energy in eV: -95275.1806
Total charge: +1
Orbital gap (alpha / beta) in eV: 7.617 / 4.948

XYZ file:
```
86
C36H33BCl2MoN10O2S ωB97M-V with the def2-TZVPD basis set
Mo 0.01449 -0.25901 0.01065
C -1.52985 -3.56018 1.11303
C -0.74215 -2.71778 2.05868
C -0.37131 -3.09608 3.34744
C 0.29989 -2.01402 3.87292
N 0.33581 -1.05366 2.94438
N -0.31087 -1.46467 1.82719
B 0.77460 0.41835 3.14694
N -0.43106 1.28173 2.72655
C -1.00243 2.32541 3.33845
C -1.85490 2.93644 2.44847
C -1.74669 2.20816 1.26384
C -2.46765 2.54368 0.00032
N -0.88858 1.19189 1.44444
N 1.94325 0.75888 2.18457
C 3.06759 1.45767 2.38938
C 3.75821 1.54367 1.19884
C 2.96624 0.87677 0.26491
C 3.22054 0.66620 -1.18834
N 1.86718 0.41936 0.87510
N 1.20693 0.60115 4.57810
C 2.35622 0.14513 5.15014
C 2.18587 0.15829 6.50587
C 0.86260 0.62312 6.69864
C 0.13343 0.82666 7.98556
N 0.28062 0.86864 5.54012
H -1.61230 -4.56454 1.52536
H -2.54218 -3.17009 0.99338
H -1.07519 -3.64266 0.12939
H -0.58630 -4.03384 3.82935
H 0.73059 -1.85618 4.84785
H -0.76670 2.53560 4.36641
H -2.47941 3.79570 2.62158
H -2.13303 3.51694 -0.36090
H -2.30285 1.82522 -0.79308
H -3.53887 2.61219 0.19293
H 3.30646 1.84585 3.36429
H 4.70796 2.01843 1.02506
H 4.28055 0.78879 -1.39996
H 2.92058 -0.33596 -1.49310
H 2.67437 1.39123 -1.79368
H 3.19871 -0.16904 4.55620
H 2.90634 -0.11567 7.25768
H 0.79261 1.24687 8.74396
H -0.70929 1.49901 7.83873
H -0.25039 -0.12049 8.36761
O 1.10017 -1.92858 -0.25326
C 1.04303 -2.94529 -1.07998
C 1.51689 -4.20059 -0.66342
C 1.46496 -5.27167 -1.52141
C 0.96782 -5.14183 -2.83179
C 0.54846 -3.91674 -3.26817
C 0.57361 -2.79926 -2.40266
C 0.28998 -1.50964 -2.90558
N 0.19442 -0.42581 -2.18068
N 0.09792 0.72162 -2.93246
C 0.04255 1.74030 -2.13555
O 0.05320 1.57545 -0.84266
C -0.02055 3.11425 -2.65660
C -0.27545 3.34694 -4.00699
C -0.32960 4.64624 -4.48057
C -0.12436 5.71309 -3.61412
C 0.13491 5.48193 -2.27018
C 0.18389 4.18387 -1.78832
H 1.90164 -4.29187 0.34389
H 1.81759 -6.23774 -1.18317
H 0.93955 -6.00037 -3.48735
H 0.19357 -3.78068 -4.28275
H 0.19053 -1.36638 -3.97750
H -0.43203 2.50717 -4.67017
H -0.53117 4.82968 -5.52737
H -0.16537 6.72735 -3.98885
H 0.30018 6.31393 -1.59878
H 0.38723 3.98856 -0.74306
Cl -3.39218 -0.04523 -3.50006
C -4.20065 0.12999 -1.98510
C -5.40675 0.80035 -1.94338
C -6.03998 0.98053 -0.72243
C -5.46873 0.50827 0.44776
C -4.24958 -0.14458 0.40298
Cl -3.57658 -0.71972 1.88052
C -3.59067 -0.35710 -0.81696
S -2.10888 -1.26602 -0.96449
H -5.83873 1.17778 -2.85914
H -6.98972 1.49643 -0.68373
H -5.96025 0.63940 1.40146
```



ORCA calculation (ωB97M-V with the def2-TZVPD basis set) on a 2-piece molecular cluster, C4H10N4O overall.

## Properties
Energy relative to the best compared isomer or geometry (same formula, charge and spin) in kcal/mol: 96.8
HOMO energy in eV: -6.7
Spin multiplicity: 1
Electronic energy in eV: -12314.3357
Orbital gap in eV: 7.101

XYZ file:
```
19
C4H10N4O ωB97M-V with the def2-TZVPD basis set
C 0.88448 1.15837 -0.77355
N 1.00429 -0.36882 -0.96457
N 1.49397 1.60561 0.38051
O 0.69718 1.79134 -1.78365
H 1.54720 2.61655 0.36869
H 1.05633 1.28490 1.23887
H 1.98094 -0.67813 -1.08274
H 0.53399 -0.52972 -1.85726
C -1.13526 0.40456 0.29756
N -1.19678 0.61924 1.68102
C 0.29361 -1.13960 0.07868
C -0.10171 -2.40192 -0.26190
N -2.10316 0.79617 -0.42652
H -2.08700 1.00419 1.98776
H -0.92556 -0.17376 2.24577
H -1.89237 0.72196 -1.42212
H 0.74257 -0.96866 1.04912
H -0.42625 -2.63637 -1.26891
H -0.36648 -3.10590 0.51323
```



Copy entry 4 word for word.
ORCA calculation (ωB97M-V with the def2-TZVPD basis set) on a 2-piece molecular cluster, C4H10N4O overall.

## Properties
Energy relative to the best compared isomer or geometry (same formula, charge and spin) in kcal/mol: 96.8
HOMO energy in eV: -6.7
Spin multiplicity: 1
Electronic energy in eV: -12314.3357
Orbital gap in eV: 7.101

XYZ file:
```
19
C4H10N4O ωB97M-V with the def2-TZVPD basis set
C 0.88448 1.15837 -0.77355
N 1.00429 -0.36882 -0.96457
N 1.49397 1.60561 0.38051
O 0.69718 1.79134 -1.78365
H 1.54720 2.61655 0.36869
H 1.05633 1.28490 1.23887
H 1.98094 -0.67813 -1.08274
H 0.53399 -0.52972 -1.85726
C -1.13526 0.40456 0.29756
N -1.19678 0.61924 1.68102
C 0.29361 -1.13960 0.07868
C -0.10171 -2.40192 -0.26190
N -2.10316 0.79617 -0.42652
H -2.08700 1.00419 1.98776
H -0.92556 -0.17376 2.24577
H -1.89237 0.72196 -1.42212
H 0.74257 -0.96866 1.04912
H -0.42625 -2.63637 -1.26891
H -0.36648 -3.10590 0.51323
```



Q: Which of these has the lowest energy relative to the best compared isomer or geometry (same formula, charge and spin)?
A: C24H28N6O4PtS



Q: Among the records above, which one has the highest spin multiplicity?
A: C36H33BCl2MoN10O2S